(1)
26
Properties=species:S:1:pos:R:3 method="wB97M-V/def2-TZVPD" e_lumo_ha=0.0120 multiplicity=1 e_homo_ev=-9.7 orbital_gap_ev=10.0 relative_energy_ev=3.623 charge=0 smiles="C#CCS[P@@](=O)(OC)OCCOC"
O -0.20 -1.50 -0.51
C 5.74 0.31 -0.52
C 4.63 -0.13 -0.46
O -3.77 1.92 -1.11
O 0.40 -0.98 1.89
O -1.00 0.70 0.28
S 2.04 0.58 -0.46
C -4.20 1.22 0.15
C 0.83 -2.32 1.98
C 3.28 -0.83 -0.33
C -2.34 2.06 -1.19
C -1.59 0.77 -1.00
P 0.25 -0.35 0.39
H 6.65 0.74 -0.57
H -4.03 0.13 0.19
H -3.76 1.57 1.11
H -5.33 1.28 0.16
H 1.73 -2.26 2.71
H 0.06 -2.91 2.27
H 1.26 -2.70 1.01
H 3.28 -1.74 -1.02
H 3.14 -1.14 0.68
H -2.05 2.39 -2.20
H -1.97 2.66 -0.43
H -0.81 0.67 -1.87
H -2.24 -0.12 -1.16


(2)
11
Properties=species:S:1:pos:R:3 method="wB97M-V/def2-TZVPD" e_lumo_ha=0.1513 multiplicity=1 e_homo_ev=-4.4 orbital_gap_ev=8.5 relative_energy_ev=1.063 charge=-1 smiles="CC(=O)NC(=O)[O-]"
O -1.00 -2.06 -0.14
C -0.35 -0.96 -0.11
N -1.14 0.20 0.05
C -0.61 1.51 0.52
O 0.48 1.41 1.13
O -1.20 2.46 0.17
C 1.20 -0.70 -0.36
H -2.12 -0.05 0.28
H 1.18 -0.31 -1.36
H 1.85 -1.66 -0.29
H 1.71 0.17 0.09


(3)
9
Properties=species:S:1:pos:R:3 method="wB97M-V/def2-TZVPD" e_lumo_ha=0.0274 multiplicity=1 e_homo_ev=-9.8 orbital_gap_ev=10.5 relative_energy_ev=2.792 charge=0 smiles="C#CCC=O"
O 1.26 -1.08 0.21
C 1.18 0.10 0.40
C -0.25 0.62 0.73
C -1.04 0.19 -0.41
C -0.97 -0.65 -1.29
H 2.15 0.60 0.22
H -0.31 1.63 1.10
H -0.69 -0.11 1.41
H -1.18 -1.25 -2.12


(4)
12
Properties=species:S:1:pos:R:3 method="wB97M-V/def2-TZVPD" e_lumo_ha=-0.1760 multiplicity=1 e_homo_ev=-13.6 orbital_gap_ev=8.9 relative_energy_ev=0.000 charge=+1 smiles="IC1=NC[NH+]=CN1"
C 0.59 -1.12 -0.03
C -1.42 0.10 -0.14
C 0.60 1.27 -0.02
N -0.85 1.17 0.01
N -0.74 -1.15 -0.16
N 1.25 0.03 0.10
I -3.53 -0.06 0.00
H 1.13 -1.96 0.29
H 0.81 1.66 -1.03
H 0.93 1.98 0.78
H -1.10 -2.00 -0.04
H 2.33 0.06 0.24


(5)
17
Properties=species:S:1:pos:R:3 method="wB97M-V/def2-TZVPD" e_lumo_ha=0.0292 multiplicity=1 e_homo_ev=-8.2 orbital_gap_ev=9.0 relative_energy_ev=3.301 charge=0 smiles="C=CC(=C)O.NN"
C 1.48 0.08 0.08
C 0.45 1.10 -0.11
C 2.67 0.12 -0.51
C 0.23 1.75 -1.25
O 1.18 -0.93 0.95
H 0.22 -0.93 1.14
H -0.18 1.28 0.75
H 2.94 0.93 -1.15
H 3.41 -0.64 -0.32
H 0.82 1.57 -2.13
H -0.54 2.49 -1.33
N -2.04 -1.67 0.13
N -1.73 -0.79 1.21
H -1.63 -1.30 -0.71
H -3.05 -1.79 -0.02
H -1.90 -1.30 2.07
H -2.32 0.04 1.21


(6)
38
Properties=species:S:1:pos:R:3 method="wB97M-V/def2-TZVPD" e_lumo_ha=0.0709 multiplicity=1 e_homo_ev=-3.2 orbital_gap_ev=5.1 charge=-1
C -1.30 1.63 -0.81
C -1.85 1.83 0.48
C -0.88 2.56 1.27
H -2.87 1.63 0.78
C 0.27 2.76 0.43
C 0.00 2.17 -0.84
H 0.64 2.17 -1.72
H -1.79 1.14 -1.66
H -1.05 3.00 2.28
H 1.16 3.33 0.71
Lu 0.03 0.52 1.40
Br -1.63 -1.05 2.58
C 1.11 -2.44 -0.74
C 1.52 -1.48 -1.72
C 0.38 -1.09 -2.47
H 2.53 -1.12 -1.86
C -0.76 -1.79 -1.95
C -0.31 -2.63 -0.88
H -0.93 -3.29 -0.30
H 1.76 -2.91 -0.01
H 0.34 -0.33 -3.25
H -1.79 -1.66 -2.29
O 5.15 -3.34 2.01
S 3.77 -3.32 2.41
O 2.96 -4.51 2.23
N 2.95 -1.94 1.65
C 2.77 -0.95 2.50
S 2.48 0.78 2.24
C 2.91 -1.39 3.93
C 2.58 -0.65 5.06
C 2.95 -1.12 6.30
C 3.67 -2.33 6.38
C 3.99 -3.09 5.25
C 3.57 -2.60 4.03
H 2.07 0.29 4.89
H 2.68 -0.53 7.17
H 3.95 -2.64 7.37
H 4.54 -4.01 5.33